--- A ---
14
Properties=species:S:1:pos:R:3 method="wB97M-V/def2-TZVPD" gap_ev=9.10 charge=0
C -0.176 -0.346 0.325
C 1.838 -1.167 -0.907
H 1.913 -1.795 -0.086
H 0.491 0.160 -1.711
H 0.046 -1.971 1.523
H 0.137 2.184 0.884
Cl -1.802 -0.989 -0.354
C -0.849 1.677 0.704
H 2.600 -1.159 -1.637
O -1.510 2.093 -0.401
H -1.330 1.301 1.542
O 0.044 -0.893 1.496
H -2.123 1.360 -0.503
C 0.721 -0.454 -0.875

--- B ---
14
Properties=species:S:1:pos:R:3 method="wB97M-V/def2-TZVPD" gap_ev="9.19 / 7.27" charge=0
H -0.962 0.310 -0.894
H 1.450 -0.471 1.874
C 1.520 0.398 -0.262
C -1.505 0.508 -0.041
H 0.711 -1.443 0.362
H -1.806 1.585 0.079
C 0.834 -0.447 0.890
H -2.495 -0.050 0.123
O 0.703 2.248 0.373
O 1.864 1.641 0.249
Cl -0.925 0.647 2.602
H 2.514 -0.162 -0.491
H 0.822 0.461 -1.090
C -0.476 0.319 1.091

Stability ranking, top and bottom: A is the most stable and B is the least stable.

--- A ---
16
Properties=species:S:1:pos:R:3 method="wB97M-V/def2-TZVPD" gap_ev=8.40 charge=-1
H -0.863 -0.735 1.414
H 1.208 -2.359 3.357
H -0.377 2.801 -1.920
H 1.494 -1.129 2.569
H 1.380 -1.113 -0.407
H -2.346 0.499 -2.524
H 0.167 0.483 1.218
C 0.318 -0.902 -0.235
O -0.091 0.070 -1.125
H -0.277 -1.806 -0.420
O 1.893 -1.688 3.257
O 0.498 2.650 -1.544
H 0.404 1.699 -1.264
N 0.097 -0.529 1.175
H -1.548 0.275 -1.272
O -2.553 0.304 -1.601

--- B ---
16
Properties=species:S:1:pos:R:3 method="wB97M-V/def2-TZVPD" gap_ev=8.38 charge=-1
H -2.196 0.599 0.074
H 0.220 -2.941 0.219
H 0.386 2.129 -1.076
H 1.287 2.467 -2.284
H 2.214 -1.443 0.529
O -0.159 -1.148 1.148
N 1.686 -1.577 -0.338
O 0.517 2.792 -1.795
H 0.218 0.157 0.852
H -1.814 -0.524 1.010
H 1.673 -0.654 -0.785
O 0.347 1.137 0.370
H -0.327 -1.666 -0.850
H 0.321 1.805 1.060
O -2.606 -0.038 0.673
C 0.283 -1.850 0.059

Stability ranking, top and bottom: B is the most stable and A is the least stable.